No. 1
117
Properties=species:S:1:pos:R:3:forces:R:3:mulliken_charge:R:1 method="wB97M-V/def2-TZVPD" largest_force_ev_per_a=4.406 gap_ev=10.579 smiles="C[N+](=O)[O-].C[N+](=O)[O-].C[N+](=O)[O-].COC(=O)OC.COC(=O)OC.COC(=O)OC.COC(=O)OC.COC(=O)OC.COC(=O)OC.COC(=O)OC.COC(=O)OC"
C -4.41365 6.37456 3.88776 -0.29 1.19 -1.16 -0.74
O -5.60273 5.71948 4.32786 -0.94 1.81 0.40 -0.24
C -6.61151 6.56813 4.74901 -0.87 -1.04 1.61 0.70
O -6.94541 7.67554 4.39097 1.01 -1.93 0.41 -0.52
O -7.21116 5.80450 5.77890 -0.55 1.85 -0.70 -0.29
C -8.27765 6.38131 6.59686 -0.02 0.52 0.89 -0.75
H -4.04930 5.81679 3.02507 0.59 -0.37 0.70 0.26
H -3.74711 6.65890 4.70199 0.27 -1.06 0.11 0.30
H -4.59058 7.35755 3.45125 -0.77 0.11 -0.10 0.36
H -8.13227 6.09824 7.63937 0.44 -0.85 -0.21 0.30
H -9.31378 6.12560 6.37519 0.34 -0.62 -0.83 0.30
H -8.33352 7.45657 6.76658 0.79 0.37 -1.13 0.32
C 5.35589 -1.57401 -4.10917 -1.30 -0.69 -1.34 -0.66
O 6.47256 -1.15861 -3.42165 2.09 0.60 0.23 -0.26
C 7.71402 -1.30211 -4.00434 -1.12 -0.71 -2.49 0.75
O 7.99541 -1.60084 -5.17902 -1.07 0.70 3.30 -0.56
O 8.53774 -1.03371 -3.03029 0.17 -0.43 1.57 -0.27
C 9.88647 -1.35983 -3.16438 2.13 0.41 -0.64 -0.67
H 4.42696 -1.16246 -3.71444 0.40 0.44 0.45 0.22
H 5.24758 -2.65229 -3.99224 0.06 -0.15 -0.46 0.29
H 5.41020 -1.25498 -5.15002 0.00 -0.39 -0.15 0.30
H 10.47148 -1.30739 -2.24617 -0.89 0.72 0.56 0.26
H 10.30201 -0.61331 -3.84124 0.42 -0.41 -0.23 0.29
H 10.16485 -2.37480 -3.44801 -0.91 -0.09 -0.79 0.30
C -0.12957 -3.99525 3.13567 1.91 1.02 -0.91 -0.64
O 0.19212 -5.39762 2.89854 -1.69 -0.24 0.49 -0.30
C 1.34349 -5.84010 2.42719 3.27 2.65 -1.06 0.83
O 2.34849 -5.10739 2.25143 -2.50 -2.04 0.45 -0.61
O 1.28390 -7.14429 2.12853 -1.42 0.52 -0.32 -0.33
C 2.37188 -7.80155 1.48842 1.96 -0.04 1.18 -0.70
H 0.51272 -3.51586 3.87442 -0.14 -0.71 0.65 0.30
H -1.17392 -3.73332 3.30541 -0.01 -1.27 0.25 0.29
H 0.15362 -3.37640 2.28424 -0.02 -0.47 -0.64 0.25
H 2.14324 -8.68122 0.88676 -1.04 0.43 0.06 0.25
H 2.96537 -8.17401 2.32338 0.26 -0.24 -0.06 0.32
H 3.06812 -7.16785 0.93908 -0.58 0.45 -0.11 0.33
C -1.16084 -5.10754 -2.40558 -1.55 0.28 0.27 -0.63
O 0.15916 -5.20745 -2.82736 1.75 -0.80 -0.58 -0.26
C 0.75687 -6.39671 -2.96618 -0.40 -1.96 -2.06 0.76
O 1.89285 -6.56965 -3.32731 -0.43 0.77 0.94 -0.57
O -0.13541 -7.46623 -2.93465 0.03 1.47 1.01 -0.32
C 0.35308 -8.77368 -3.18621 0.58 -0.67 0.21 -0.62
H -1.39765 -4.04383 -2.42893 0.37 0.08 0.94 0.26
H -1.24573 -5.64078 -1.45871 -0.47 0.53 0.14 0.31
H -1.93923 -5.44893 -3.08797 0.47 -0.88 -0.37 0.28
H -0.50101 -9.45077 -3.19950 -0.22 0.43 -0.79 0.27
H 0.93146 -9.25145 -2.39544 0.36 0.81 0.57 0.23
H 1.01660 -8.79360 -4.05077 -0.48 -0.04 -0.26 0.30
C -6.40550 -4.14910 -1.52249 -0.92 0.27 -1.52 -0.67
O -6.51269 -2.99223 -0.66632 0.26 1.10 -1.43 -0.29
C -6.59749 -1.74258 -1.29037 0.11 -0.19 0.88 0.70
O -6.91912 -1.49665 -2.44308 0.89 -0.52 2.72 -0.53
O -6.23633 -0.84898 -0.25313 -0.75 -2.02 -1.98 -0.27
C -6.41668 0.50858 -0.52096 0.10 2.11 -0.05 -0.69
H -6.06375 -5.03771 -0.99175 0.18 0.59 0.24 0.28
H -5.88836 -3.96961 -2.46506 1.25 0.39 0.53 0.29
H -7.32559 -4.39982 -2.05039 -0.91 0.02 0.93 0.30
H -5.78856 1.13488 0.11254 0.60 -0.68 0.26 0.26
H -7.39035 0.90832 -0.23760 -0.52 -0.62 -0.40 0.31
H -6.15324 0.82529 -1.53011 -0.26 -0.45 -0.18 0.31
C -2.03849 1.44749 5.70741 0.57 -0.81 -0.49 -0.61
O -1.61018 1.71554 7.05871 0.89 -0.92 0.55 -0.26
C -0.98082 0.69187 7.72687 -0.90 -3.66 -1.29 0.79
O -0.88910 -0.50312 7.37976 -0.44 2.98 -0.21 -0.59
O -0.55506 1.06887 8.89248 -0.37 4.12 -0.06 -0.32
C -0.20722 0.24983 9.93557 0.66 -1.67 1.06 -0.63
H -1.21963 1.05424 5.10498 0.29 0.04 0.21 0.28
H -2.35974 2.35972 5.20469 -0.09 0.11 0.69 0.24
H -2.80161 0.67201 5.64118 -0.22 0.22 0.43 0.28
H 0.73506 -0.24693 9.70439 -0.43 -0.85 -0.19 0.28
H -1.06899 -0.35780 10.21167 0.38 -0.69 -0.30 0.30
H 0.05378 0.75103 10.86765 -0.34 1.13 -0.44 0.23
C 4.00530 5.64081 0.11675 1.66 0.92 -1.29 -0.71
O 2.70431 6.12702 0.33123 -1.08 0.53 0.93 -0.20
C 2.54874 7.34808 0.92143 -0.19 -0.57 0.71 0.66
O 3.42976 8.11664 1.22199 -0.92 -0.49 -0.50 -0.53
O 1.21422 7.47060 1.19420 1.67 -3.82 -1.43 -0.26
C 0.68286 8.61487 1.65952 -0.19 3.01 0.38 -0.64
H 4.40825 6.18666 -0.73636 0.17 0.16 -0.18 0.30
H 4.05045 4.60431 -0.21751 -0.79 -0.06 0.55 0.26
H 4.74516 5.82877 0.89480 -0.54 -0.10 0.50 0.32
H -0.38347 8.70195 1.45104 0.05 -0.49 -0.36 0.23
H 1.20766 9.38664 1.09644 -0.29 0.86 0.61 0.31
H 0.76767 8.74135 2.73883 0.44 0.03 0.06 0.26
C -0.86541 -2.01249 -9.91659 0.48 0.27 -2.17 -0.73
O -1.47290 -1.88760 -8.65427 0.41 -1.78 -0.62 -0.29
C -1.33950 -0.79141 -7.98413 -0.37 3.51 1.01 0.79
O -1.03987 0.32176 -8.39976 0.03 -1.60 0.23 -0.58
O -1.71062 -1.03547 -6.71636 -0.78 0.54 1.05 -0.28
C -1.83683 0.11675 -5.80578 1.11 0.45 -0.55 -0.64
H -0.12397 -1.26784 -10.20619 0.09 0.34 0.95 0.34
H -1.57265 -1.90665 -10.73922 -0.60 -0.11 0.35 0.29
H -0.38032 -2.97429 -10.08308 -0.24 -0.18 0.78 0.29
H -2.60820 0.86225 -5.99899 -0.37 -0.55 -0.85 0.29
H -0.90455 0.67508 -5.89076 0.06 -0.07 0.23 0.29
H -1.99664 -0.17146 -4.76679 0.21 -0.84 -0.38 0.23
C 4.94781 -1.75391 3.04554 0.25 1.33 0.52 -0.62
N 5.98046 -0.68325 3.35718 1.03 0.79 -0.17 0.83
O 5.55331 0.40152 3.75808 0.32 -1.37 -0.31 -0.52
O 7.16292 -0.89721 3.08501 -1.50 -0.06 0.44 -0.51
H 4.15177 -1.55001 3.76167 0.04 -0.36 -0.12 0.28
H 5.37716 -2.75352 3.11297 -0.04 0.35 -0.26 0.28
H 4.62669 -1.40155 2.06533 -0.11 -0.72 -0.12 0.26
C 0.43096 0.61782 0.03568 0.64 0.11 -1.27 -0.79
N -1.03203 0.75785 0.16059 -0.62 0.53 -0.57 0.92
O -1.76334 -0.09847 -0.35658 0.95 1.30 1.18 -0.50
O -1.37211 1.81934 0.67448 -0.68 -1.24 -0.25 -0.51
H 0.60926 0.44447 -1.02558 -0.06 -0.63 0.05 0.33
H 0.81880 -0.19794 0.64579 -0.13 0.26 -0.02 0.24
H 0.87888 1.60379 0.15947 -0.11 -0.29 0.84 0.31
C 2.05088 4.89299 -4.26623 -1.21 0.12 -0.58 -0.71
N 1.38246 3.73904 -3.56352 1.68 -0.06 0.76 0.86
O 1.94362 2.66081 -3.57929 -0.03 -0.16 -0.51 -0.51
O 0.42222 3.98654 -2.88370 -0.81 0.34 -0.11 -0.50
H 2.11020 5.69712 -3.53277 0.39 -0.23 -0.07 0.25
H 1.30801 5.20559 -5.00007 0.04 0.11 -0.05 0.31
H 2.95592 4.61266 -4.80514 -0.07 -0.17 0.62 0.30

---

No. 2
96
Properties=species:S:1:pos:R:3:forces:R:3:mulliken_charge:R:1 method="wB97M-V/def2-TZVPD" largest_force_ev_per_a=4.310 gap_ev=8.391 smiles="CCOCCOCc1cccc2c1C(=O)NC2=O.CCO.CCO.CCO.CCO.CCO.CCO.CCO"
C 4.93559 -3.86118 1.46297 -0.46 0.65 -0.40 -0.93
C 4.44941 -2.83035 0.31044 0.24 -1.18 -0.01 -0.26
O 4.94371 -1.52159 0.70139 -1.79 -0.12 -0.56 -0.39
C 3.92052 -0.50823 0.60993 -0.44 1.07 0.71 0.07
C 2.75166 -0.66670 1.72776 1.35 0.37 -0.19 -0.34
O 1.65901 0.17593 1.28178 -0.54 -1.14 0.65 -0.40
C 0.37192 -0.35906 1.66259 -0.16 -1.54 0.12 -0.20
C -0.27077 -1.23025 0.48853 -1.89 -1.77 -2.03 0.88
C 0.27162 -1.32095 -0.97000 -2.58 -1.59 1.12 -0.26
C -0.44097 -2.24110 -2.02921 -1.45 0.02 3.23 -0.38
C -1.71004 -3.09458 -1.66454 1.56 2.34 2.75 -0.61
C -2.25157 -2.96810 -0.22626 2.81 2.15 0.03 -0.30
C -1.53955 -2.05310 0.80638 -0.23 -1.07 -2.65 0.19
C -2.40514 -2.21008 2.12376 0.43 1.24 1.66 0.48
O -2.24927 -1.64625 3.23361 -0.23 -1.73 -3.70 -0.58
N -3.54321 -3.15798 1.92899 2.82 0.27 -1.80 -0.24
C -3.47189 -3.65031 0.52397 -0.72 -1.54 -1.46 0.33
O -4.25326 -4.47776 0.00798 2.58 2.79 2.03 -0.58
H 4.60350 -4.92742 1.22806 0.47 1.43 0.28 0.33
H 6.08094 -3.82228 1.56923 -1.84 -0.02 -0.16 0.26
H 4.43784 -3.51796 2.44668 0.92 -0.63 -1.48 0.21
H 3.30007 -2.86238 0.17467 1.78 0.19 0.46 0.22
H 4.87129 -3.11419 -0.73023 -0.43 0.45 1.68 0.31
H 3.40692 -0.43258 -0.40892 0.73 -0.44 1.21 -0.10
H 4.45046 0.50094 0.79539 -0.79 -1.63 -0.30 0.32
H 3.14986 -0.28145 2.73983 -0.63 -0.58 -1.43 0.14
H 2.47405 -1.76562 1.86689 0.11 1.43 -0.40 0.34
H 0.55454 -1.09352 2.53976 -0.60 1.15 -1.25 0.33
H -0.35985 0.41895 2.07038 1.31 -0.94 -0.95 0.13
H 1.20787 -0.68118 -1.22799 -1.87 -1.44 0.32 0.16
H -0.04260 -2.30183 -3.10403 -0.59 0.14 1.95 0.37
H -2.22642 -3.78395 -2.40376 0.87 1.12 1.03 0.37
H -3.37841 -3.89925 2.63658 -0.73 0.26 -0.56 0.19
C 2.34266 1.15228 -4.87162 -0.16 -0.14 0.08 -0.99
C 1.71213 0.73260 -3.55874 0.36 0.35 -0.15 -0.28
O 2.63590 -0.03566 -2.79210 0.08 -0.17 0.21 -0.48
H 2.65204 0.27671 -5.44624 -0.14 0.11 0.02 0.30
H 1.64279 1.73738 -5.47089 0.11 -0.05 0.01 0.29
H 3.24122 1.75140 -4.69501 -0.10 0.09 0.01 0.29
H 0.82830 0.11679 -3.73892 0.13 -0.05 0.16 0.26
H 1.41056 1.60671 -2.97265 -0.18 0.01 -0.07 0.26
H 3.41099 0.51847 -2.62922 -0.15 -0.14 -0.05 0.26
C 2.64175 2.74969 -9.76378 -0.10 0.13 -0.15 -0.97
C 2.01488 2.32716 -8.45077 0.35 0.17 -0.13 -0.28
O 2.94140 1.56127 -7.68875 0.14 -0.14 -0.05 -0.48
H 2.95208 1.87429 -10.33971 -0.08 0.06 0.06 0.15
H 1.93870 3.33480 -10.36212 0.04 -0.01 0.01 0.40
H 3.53856 3.34950 -9.58811 -0.09 -0.01 -0.03 0.30
H 1.13200 1.70953 -8.62932 0.13 -0.07 0.17 0.31
H 1.71259 3.20015 -7.86291 -0.16 0.05 -0.09 0.29
H 3.71565 2.11734 -7.52741 -0.16 -0.11 -0.08 0.28
C 5.80280 1.05527 -12.01920 -0.05 0.00 -0.16 -1.00
C 6.59142 1.90239 -11.04026 -0.15 -0.35 0.07 -0.28
O 5.84201 2.10116 -9.84721 0.04 0.11 0.21 -0.45
H 4.85141 1.53561 -12.26228 0.12 0.03 -0.01 0.22
H 6.36556 0.89978 -12.94275 -0.06 -0.05 0.03 0.36
H 5.56565 0.08018 -11.58353 0.11 0.00 -0.05 0.32
H 6.80723 2.88252 -11.47049 -0.07 -0.01 0.20 0.28
H 7.54057 1.42136 -10.78353 0.09 0.05 -0.18 0.27
H 5.66219 1.23057 -9.46723 -0.01 0.20 -0.08 0.28
C -3.65373 -5.55064 6.56735 -0.01 0.12 0.13 -1.09
C -4.02473 -5.59426 5.09854 0.15 -0.29 0.26 -0.10
O -2.86873 -5.84772 4.30650 0.05 0.12 -0.26 -0.53
H -2.90813 -4.77287 6.75150 -0.12 0.00 -0.06 0.28
H -4.53181 -5.35122 7.18613 0.07 -0.05 0.02 0.32
H -3.20954 -6.49950 6.88251 -0.13 -0.01 0.00 0.33
H -4.44766 -4.63797 4.78288 0.12 -0.08 -0.10 0.29
H -4.76269 -6.37904 4.90501 -0.15 0.12 0.06 0.25
H -2.50544 -6.69839 4.58488 -0.04 0.21 -0.13 0.29
C -4.15781 2.10561 4.85201 -0.09 -0.04 0.11 -0.70
C -4.54432 2.05718 3.38713 0.29 -0.34 0.24 -0.28
O -3.39672 1.80410 2.58596 0.17 0.04 -0.19 -0.46
H -3.41205 2.88578 5.02666 -0.15 0.03 0.00 0.09
H -5.02926 2.30432 5.47954 0.13 0.02 0.04 0.24
H -3.70754 1.15857 5.16412 -0.10 -0.02 -0.05 0.36
H -4.97307 3.01156 3.07265 0.12 -0.08 -0.14 0.28
H -5.28212 1.26976 3.20293 -0.16 0.10 0.08 0.25
H -3.02862 0.95280 2.86524 -0.04 0.14 -0.04 0.19
C -0.43245 1.63129 6.32844 -0.02 -0.07 0.16 -1.02
C 0.50118 1.50211 5.14147 -0.30 0.24 0.05 -0.27
O -0.24881 1.42590 3.93501 -0.03 0.16 0.01 -0.33
H -1.11347 0.77750 6.37550 0.12 0.01 -0.02 0.24
H 0.12982 1.68637 7.26379 -0.07 0.04 -0.01 0.38
H -1.05155 2.52849 6.23674 0.11 0.02 0.06 0.24
H 1.10224 0.59393 5.22478 -0.08 0.03 -0.19 0.27
H 1.17834 2.36007 5.08083 0.12 -0.06 0.14 0.29
H -0.77103 2.23745 3.86477 0.02 -0.21 -0.05 0.21
C -7.51883 4.73288 6.43625 -0.14 -0.07 0.05 -1.01
C -6.27277 5.28725 7.09814 -0.07 0.04 -0.40 -0.28
O -5.10903 4.80587 6.43647 0.17 0.01 0.07 -0.46
H -7.51184 3.63999 6.46010 0.00 0.09 0.09 0.25
H -8.42044 5.09091 6.93903 0.00 -0.03 -0.08 0.36
H -7.56215 5.02867 5.38384 -0.05 0.09 0.07 0.32
H -6.22209 4.97178 8.14226 0.18 -0.01 -0.12 0.27
H -6.26787 6.38151 7.06735 -0.15 0.02 0.16 0.27
H -5.15611 5.09606 5.51587 0.04 -0.08 0.20 0.27